(1)
DFT (ωB97M-V/def2-TZVPD) results for a cluster of 2 separate species, C6H18N3 in total at a distorted geometry.

Element x y z (Å)
C 2.92836 1.15386 1.71862
C -2.50654 -0.71985 -1.63475
C -4.33415 0.00919 0.11458
C 3.00737 -0.97500 -0.72515
C 2.39961 1.19864 0.27647
C -2.86162 -0.13166 -0.35298
N 0.72918 -0.66285 0.24043
N -1.97401 0.42310 0.35428
N 1.87142 -0.00507 -0.35300
H 3.43403 2.14998 1.89899
H 2.19863 1.18407 2.55609
H 3.67426 0.37258 1.89035
H -2.90572 0.01551 -2.43994
H -1.38077 -0.75925 -1.63732
H -2.87148 -1.67308 -1.86285
H -4.82221 -0.99504 0.49773
H -4.91749 0.32824 -0.75913
H -4.38877 0.81169 0.84841
H 2.58530 -1.94987 -0.50131
H 3.07326 -0.97714 -1.86631
H 3.98738 -0.79308 -0.31847
H 3.17756 1.63016 -0.40212
H 1.49004 1.92543 0.26027
H -2.23283 0.86142 1.34515
H 1.08941 -1.26266 0.97488
H 0.47266 -1.30102 -0.51447
H -0.92289 0.14169 0.39153

Cartesian forces (eV/Å) of the 6 atoms listed first:
C 0.550 1.494 0.591
C 1.922 2.094 -1.231
C 0.147 -1.335 -0.560
C -2.618 0.312 -2.048
C -2.383 1.503 0.373
C -3.198 0.001 0.659

Results
Kohn-Sham gap (eV): 7.95
ΔE to the lowest compared entry with this formula, charge and spin (kcal per mole): 79.3
Total energy (hartree): -403.35419
Total charge: +1
Max |F| (Eh/bohr): 0.102
Multiplicity: 1
E_LUMO (Ha): -0.1398

These are the Mulliken partial charges, in e, on atoms 1 to 8: -1.01, -0.94, -1.04, -1.00, -0.46, 0.79, -0.71, -0.24



(2)
DFT (ωB97M-V/def2-TZVPD) results for a cluster of 2 separate species, C6H18N3 in total at a distorted geometry.

Element x y z (Å)
C -1.39374 1.35238 0.78369
C -2.19072 0.58879 1.86686
C -1.34401 -0.24608 -1.17786
N -0.78849 0.57065 -0.29836
N -2.55982 -0.73023 -0.89109
N -0.63111 -0.80653 -2.21654
H -1.99938 2.13794 0.33857
H -0.64456 1.98610 1.25299
H -2.04087 -0.49004 1.91804
H -3.21041 0.88617 1.65438
H 0.22445 0.57051 -0.23961
H -3.03659 -0.26168 -0.13722
H -2.91028 -1.43954 -1.52801
H 0.04794 -0.32911 -2.78502
H -0.41177 -1.76794 -1.97106
H -1.94450 0.94020 2.87221
C 3.43704 -0.33439 0.59951
C 2.40088 -1.25013 -0.13056
C 2.72765 0.93948 1.13653
H 3.78212 -1.00856 1.39814
H 4.08551 -0.13024 -0.24922
H 1.58229 -1.55741 0.53528
H 1.68225 0.65479 1.29442
H 3.09755 1.04199 2.16170
H 2.84318 -2.16367 -0.56442
H 2.08577 -0.67519 -1.02856
H 2.92162 1.84274 0.53532

Cartesian forces (eV/Å) of the 6 atoms listed first:
C -0.287 0.408 0.351
C 0.187 0.559 -0.167
C 0.208 -0.522 1.282
N 1.063 0.797 0.008
N 1.240 0.476 -1.234
N -0.817 -0.777 0.807

Results
Kohn-Sham gap (eV): 11.05
ΔE to the lowest compared entry with this formula, charge and spin (kcal per mole): 35.2
Total energy (hartree): -403.42444
Total charge: +1
Max |F| (Eh/bohr): 0.048
Multiplicity: 1
E_LUMO (Ha): -0.1171

These are the Mulliken partial charges, in e, on atoms 1 to 8: -0.52, -1.35, 0.53, -0.09, -0.30, -0.48, 0.38, 0.40



(3)
DFT (ωB97M-V/def2-TZVPD) results for a cluster of 6 separate species, C6H18N6O12 in total at a distorted geometry.

Element x y z (Å)
C 0.38315 -1.74906 5.05870
N -0.32634 -2.89727 5.62565
O -0.39690 -2.92308 6.85795
O -0.94532 -3.67669 4.84126
H 1.42716 -2.01311 4.89012
H 0.26123 -0.91702 5.75221
H -0.07683 -1.49068 4.10489
C -0.24743 5.65260 -1.31142
N -1.48608 4.82843 -1.50372
O -2.56252 5.37708 -1.69433
O -1.39364 3.64338 -1.48189
H -0.49075 6.37106 -0.52867
H -0.13296 6.32251 -2.16360
H 0.72779 5.21667 -1.09463
C -1.38552 0.61294 0.49638
N -0.49170 -0.01093 1.47809
O -0.50947 0.40627 2.63404
O 0.30371 -0.84553 1.03499
H -1.36123 0.10561 -0.46805
H -1.16642 1.66227 0.29892
H -2.38313 0.54389 0.93010
C -1.83296 1.93880 -4.74623
N -1.47964 0.90576 -3.72415
O -2.41704 0.64921 -2.95506
O -0.32531 0.56363 -3.61750
H -1.27524 1.68477 -5.64761
H -1.59930 2.92079 -4.33491
H -2.91655 1.97125 -4.85976
C -0.74155 -2.91111 -1.76425
N 0.25751 -3.80390 -2.40379
O 0.21460 -4.04890 -3.60628
O 1.10841 -4.31869 -1.64934
H -1.49760 -2.67251 -2.51230
H -0.29343 -1.98449 -1.40556
H -1.09355 -3.41254 -0.86271
C 3.59691 -1.87234 0.84300
N 3.83911 -1.51826 2.25934
O 3.11953 -1.94825 3.15569
O 4.76601 -0.77253 2.61784
H 4.18159 -1.15721 0.26433
H 2.55152 -1.63484 0.64592
H 4.09017 -2.79797 0.54634

Cartesian forces (eV/Å) of the 6 atoms listed first:
C 0.163 0.540 -1.562
N 0.225 1.983 4.994
O -0.439 -1.521 -3.889
O 0.099 -0.358 0.299
H 0.159 -0.208 -0.025
H -0.047 -0.321 0.212

Results
Kohn-Sham gap (alpha / beta) (eV): 5.61 / 2.46
ΔE to the lowest compared entry with this formula, charge and spin (kcal per mole): 10.9
Total energy (hartree): -1469.82135
Total charge: +1
Max |F| (Eh/bohr): 0.105
Multiplicity: 2
E_LUMO (alpha / beta) (Ha): -0.2672 / -0.3831

These are the Mulliken partial charges, in e, on atoms 1 to 8: -0.45, 0.88, -0.27, -0.01, 0.42, 0.33, 0.11, -0.76



(4)
DFT (ωB97M-V/def2-TZVPD) results for a cluster of 2 separate species, C6H18NO in total at a distorted geometry.

Element x y z (Å)
C 0.92337 1.36302 -1.19302
C 0.41755 -0.04945 -1.14117
C -1.13583 -0.15957 -0.88299
C -1.70811 -1.40004 -1.58332
C -1.52246 -0.56559 0.62210
C -1.15978 0.50806 1.56851
N 1.28726 -0.51690 0.10044
H 1.94630 1.73829 -0.87285
H 0.47294 2.00782 -0.25157
H 0.72865 1.93342 -2.14655
H 0.77480 -0.77608 -1.94915
H -1.52522 0.66660 -1.13980
H -1.94711 -1.20141 -2.54206
H -2.51572 -1.90491 -1.07732
H -0.90836 -2.05678 -1.48736
H -1.07259 -1.53372 0.83990
H -2.61827 -0.79636 0.77933
H -1.15177 0.24115 2.77856
H -1.86869 1.40736 1.41737
H -0.12899 0.83023 1.33181
H 1.50018 -1.52874 0.06213
H 0.80708 -0.20588 1.05540
H 2.24922 -0.12100 0.18798
H 2.53210 0.32815 2.51337
H 3.25002 1.07700 1.33576
O 2.37343 0.71534 1.67451

Cartesian forces (eV/Å) of the 6 atoms listed first:
C -0.520 4.754 1.187
C 1.748 -0.941 1.185
C 2.258 -7.705 3.605
C 0.531 0.765 2.082
C -0.923 0.081 -0.482
C -0.057 1.542 3.460

Results
Kohn-Sham gap (eV): 11.21
ΔE to the lowest compared entry with this formula, charge and spin (kcal per mole): 87.7
Total energy (hartree): -369.03768
Total charge: +1
Max |F| (Eh/bohr): 0.171
Multiplicity: 1
E_LUMO (Ha): -0.1208

These are the Mulliken partial charges, in e, on atoms 1 to 8: -1.14, -0.18, 0.12, -1.82, -0.87, -0.78, -0.30, 0.28



(5)
DFT (ωB97M-V/def2-TZVPD) results for an isolated molecule of C6H18O2SSi2 at a distorted geometry.

Element x y z (Å)
C -1.76152 1.84600 -1.43393
Si -1.95698 -0.00859 -0.82734
C -1.22351 -1.42214 -2.04267
C -3.65055 -0.12309 -0.08040
S -0.57422 -0.30213 1.03070
O -0.73386 -1.77953 1.38497
O -1.20350 0.73163 1.88653
Si 1.69602 0.07441 1.20192
C 2.32131 1.82947 1.97409
C 2.20171 -1.35940 2.25733
C 2.47156 -0.19025 -0.48027
H -1.50559 2.30457 -0.39027
H -0.83643 2.02518 -1.99474
H -2.66918 2.34051 -1.94745
H -1.02488 -2.20648 -1.35371
H -2.02535 -1.85385 -2.59486
H -0.46854 -1.22853 -2.76699
H -4.32789 -0.72645 -0.73300
H -3.75469 -0.56268 0.84560
H -4.21801 0.81541 -0.12392
H 1.58144 2.39092 2.48090
H 3.12874 1.62984 2.63103
H 2.73527 2.53156 1.19973
H 1.62414 -1.46081 3.15355
H 2.12125 -2.26968 1.51233
H 3.26689 -1.24187 2.63989
H 3.26759 0.58610 -0.74406
H 3.07697 -1.01351 -0.57542
H 1.74833 -0.03309 -1.28514

Cartesian forces (eV/Å) of the 6 atoms listed first:
C 0.081 -0.075 1.684
Si 1.758 0.530 -1.697
C -2.105 1.325 1.495
C -1.347 0.061 -2.795
S -1.053 -1.417 0.254
O 0.351 2.635 -0.605

Results
Kohn-Sham gap (eV): 9.21
ΔE to the lowest compared entry with this formula, charge and spin (kcal per mole): 26.1
Total energy (hartree): -1367.03024
Max |F| (Eh/bohr): 0.074
SMILES: C[Si](C)(C)S(=O)(=O)[Si](C)(C)C
Multiplicity: 1
E_LUMO (Ha): 0.0244

These are the Mulliken partial charges, in e, on atoms 1 to 8: -1.01, 0.57, -1.29, -1.22, 0.90, -0.68, -0.68, 0.53



(6)
DFT (ωB97M-V/def2-TZVPD) results for a cluster of 3 separate species, C6H18O3 in total at a distorted geometry.

Element x y z (Å)
C 30.43271 -20.81628 11.43008
C 29.31640 -20.14547 10.53497
O 28.78218 -21.14708 9.70290
H 31.09839 -19.99903 11.70767
H 30.92067 -21.62319 10.88337
H 29.98578 -21.43400 12.20903
H 29.71188 -19.29890 9.97372
H 28.62008 -19.71868 11.25683
H 28.05401 -20.78027 9.19611
C 26.78908 -24.01188 10.93467
C 25.45834 -24.50061 11.42153
O 25.79558 -25.49836 12.34068
H 27.30319 -23.61713 11.81100
H 26.70455 -23.14429 10.28028
H 27.48033 -24.63984 10.37260
H 24.80276 -24.94112 10.67036
H 24.87956 -23.72514 11.92328
H 26.03323 -26.23080 11.76739
C 31.64088 -21.32441 7.49204
C 30.32635 -21.47899 6.73482
O 30.52217 -21.98956 5.47185
H 32.11316 -22.26973 7.75927
H 31.36765 -20.76436 8.38635
H 32.31832 -20.62906 6.99641
H 29.88804 -20.48431 6.81611
H 29.60583 -22.10523 7.26091
H 30.73040 -21.37466 4.76464

Cartesian forces (eV/Å) of the 6 atoms listed first:
C -1.159 0.052 -1.511
C 1.312 -0.720 1.479
O -0.311 -0.013 -0.079
H 0.184 -0.555 0.576
H 0.526 0.547 -0.572
H -0.125 0.819 0.606

Results
Kohn-Sham gap (eV): 10.73
ΔE to the lowest compared entry with this formula, charge and spin (kcal per mole): 38.1
Total energy (hartree): -465.04916
Max |F| (Eh/bohr): 0.047
SMILES: CCO.CCO.CCO
Multiplicity: 1
E_LUMO (Ha): 0.0240

These are the Mulliken partial charges, in e, on atoms 1 to 8: -1.09, -0.37, -0.49, 0.32, 0.29, 0.36, 0.35, 0.37



(7)
DFT (ωB97M-V/def2-TZVPD) results for a cluster of 3 separate species, C6H18O6 in total at a distorted geometry.

Element x y z (Å)
O -23.66231 3.05068 -4.86343
C -24.12657 2.56458 -3.64059
C -24.28662 3.66488 -2.52874
O -24.33455 3.04497 -1.18512
H -24.27943 3.67729 -5.24829
H -25.06797 2.02010 -3.71427
H -23.50455 1.73189 -3.31223
H -25.13970 4.31234 -2.73162
H -23.41082 4.31206 -2.48159
H -24.88486 3.55969 -0.59030
O -14.95853 2.30812 -5.37640
C -15.66661 2.63314 -6.59078
C -17.14143 3.11410 -6.34959
O -18.12566 2.16003 -6.91626
H -14.60850 1.41626 -5.43687
H -15.18155 3.40920 -7.18285
H -15.70252 1.71401 -7.17560
H -17.33642 4.15000 -6.62707
H -17.49685 3.20992 -5.32363
H -18.92839 2.42540 -6.46150
O -25.20724 9.43167 -9.76421
C -24.05302 8.68937 -9.52294
C -24.59868 7.19827 -9.51532
O -25.62388 7.04265 -8.52407
H -25.72497 9.25910 -8.97441
H -23.31523 8.95975 -10.27836
H -23.79888 9.04251 -8.52354
H -23.91755 6.39313 -9.23981
H -24.91534 6.79713 -10.47808
H -26.34192 6.86824 -9.13694

Cartesian forces (eV/Å) of the 6 atoms listed first:
O 0.416 0.126 -0.210
C -0.883 -0.114 1.636
C 0.937 -0.803 0.887
O -0.259 -0.003 -1.546
H -0.172 -0.008 0.085
H -0.572 0.339 -0.345

Results
Kohn-Sham gap (eV): 10.60
ΔE to the lowest compared entry with this formula, charge and spin (kcal per mole): 85.5
Total energy (hartree): -690.71917
Max |F| (Eh/bohr): 0.049
SMILES: OCCO.OCCO.OCCO
Multiplicity: 1
E_LUMO (Ha): 0.0157

These are the Mulliken partial charges, in e, on atoms 1 to 8: -0.50, -0.44, -0.30, -0.52, 0.30, 0.26, 0.33, 0.31



(8)
DFT (ωB97M-V/def2-TZVPD) results for a structure of composition C6H19N5O3Rb at a distorted geometry.

Element x y z (Å)
Rb 0.47285 -0.73615 -1.72436
C -0.32041 1.36206 1.47995
C -1.62263 0.59632 1.37795
C -2.84212 1.44613 1.08685
O -2.95948 2.42747 2.08799
C -3.98400 3.36606 2.14759
N -1.46143 -0.55686 0.45625
H 0.57853 0.76080 1.61589
H -0.36076 2.18585 2.19258
H -0.07787 1.86537 0.54403
H -1.71341 0.26463 2.41228
H -3.78244 0.89686 1.03983
H -2.67490 1.79603 0.06816
H -3.72210 4.07886 2.92953
H -4.79373 2.80928 2.61922
H -4.20777 3.91497 1.23287
H -0.65886 -1.03520 0.83989
H -2.24812 -1.18736 0.51688
C 0.87237 -3.36069 1.15027
O 0.96867 -2.26101 0.65330
N 0.74195 -3.53900 2.40733
N 1.08243 -4.44612 0.46019
H 0.71074 -4.43574 2.87098
H 0.75065 -2.72451 3.00452
H 1.11385 -4.37653 -0.54692
H 1.04539 -5.33060 0.94642
C 3.17579 0.87123 -3.97572
O 2.09792 1.02715 -3.42465
N 4.24046 0.28102 -3.42907
N 3.42094 1.28990 -5.18137
H 4.14020 0.06090 -2.44846
H 4.99257 -0.08452 -3.99546
H 2.74551 1.75187 -5.77337
H 4.27910 1.02150 -5.64140

Cartesian forces (eV/Å) of the 6 atoms listed first:
Rb 0.135 0.287 -0.169
C 0.430 1.126 -1.363
C 0.218 -0.622 1.499
C -0.371 0.371 -0.406
O 2.420 -0.207 -0.278
C -0.594 -0.463 0.989

Results
Kohn-Sham gap (eV): 8.95
ΔE to the lowest compared entry with this formula, charge and spin (kcal per mole): 28.4
Total energy (hartree): -763.47833
Total charge: +1
Max |F| (Eh/bohr): 0.106
Multiplicity: 1
E_LUMO (Ha): -0.1019

These are the Mulliken partial charges, in e, on atoms 1 to 8: 0.86, -1.51, 0.66, -0.65, -0.30, -0.78, -0.42, 0.38



Which formula does entry 4 have? C6H18NO